Below is a structure of composition C26H46ClO2PPm in a non-equilibrium geometry, with properties calculated with ωB97M-V/def2-TZVPD.

The geometry in XYZ format:
```
77
Properties=species:S:1:pos:R:3
Pm -0.17195 0.89676 3.61339
Cl -2.46780 0.80376 2.37677
P -0.10142 0.43646 -0.32482
O 3.34651 2.36275 1.46891
O 1.65084 1.02780 2.25856
C -2.07258 0.26590 -2.44688
C -1.73920 -1.50438 4.40959
C 2.63940 0.10049 -0.90562
C 0.39935 3.80087 -2.88986
C -3.52258 -1.81925 -2.74534
C -2.17158 -2.96709 4.64106
C -0.19871 2.68303 4.90998
C 2.78567 1.72598 2.37263
C 1.12254 4.74136 -1.92165
C -0.04157 2.16701 -1.04702
C -3.42825 -0.29534 -2.88164
C -3.05204 -2.33854 -1.38122
C 0.71096 3.05826 -0.05396
C 3.75866 -0.85273 -1.33433
C -1.50084 -3.88226 3.60734
C 2.23767 -1.70979 -3.20089
C 1.26830 -0.51924 -1.20109
C 0.69469 4.53192 -0.46775
C -1.68690 -0.24149 -1.05487
C -0.27504 -1.46396 4.41189
C 0.49562 -2.30356 3.74988
C -1.68603 -1.77570 -0.97747
C 1.12819 -0.78169 -2.70018
C 0.51757 2.33871 -2.45650
C 3.64213 -1.23197 -2.81196
C -0.04635 -3.52963 3.18525
H -1.10208 2.47604 -1.03970
H -1.84999 -3.25719 5.66422
H 0.69208 2.37775 5.61169
H -2.11445 1.36316 -2.47089
H -3.78253 -2.05515 -0.61155
H 2.74884 1.04882 -1.45297
H -4.55968 -2.12845 -2.91435
H -0.88848 2.39937 5.81654
H 0.93908 5.78062 -2.21294
H 1.19557 0.16820 -3.24467
H -1.51740 -4.92131 3.99024
H -2.02623 -1.20507 3.40560
H -0.91267 -2.18541 -1.64393
H -1.31010 -0.03813 -3.17948
H -0.32156 4.91764 -0.31820
H 2.15904 -1.79377 -4.29174
H 0.80668 3.91078 -3.90198
H -1.42865 -2.10206 0.04113
H -0.01155 1.70985 -3.18498
H -3.61559 0.00111 -3.92053
H 1.52489 -2.02561 3.59615
H -3.26674 -3.05741 4.56920
H 4.72459 -0.37577 -1.13490
H 2.06463 -2.71129 -2.78426
H -4.20393 0.17613 -2.26329
H -2.42040 0.13892 -0.31734
H -0.66553 4.06678 -2.93269
H 1.21564 -1.49132 -0.67402
H -2.92200 -2.28907 -3.53589
H 0.00368 -3.42428 2.08809
H 2.20532 4.57238 -1.99863
H 0.15118 -1.21712 -2.94179
H 1.75514 2.72522 0.03894
H 1.57559 2.04297 -2.46625
H 0.26829 2.95986 0.95052
H 2.73558 0.36381 0.15415
H -2.99889 -3.43255 -1.39598
H 0.15884 -0.69812 5.10805
H 3.90985 -0.36154 -3.42606
H -2.07873 -3.88328 2.66668
H 3.13245 1.65937 3.42163
H 1.35824 5.08512 0.20573
H -2.20647 -0.82154 5.14067
H 3.69883 -1.75486 -0.71172
H 0.57739 -4.41979 3.34685
H 4.36696 -2.01829 -3.04753
```

Calculated values
Multiplicity: 5
Charge: -1
Energy relative to the best compared isomer or geometry (same formula, charge and spin) in kJ/mol: 0.0
F_max in eV/Å: 3.5
HOMO-LUMO gap (alpha / beta) in hartree: 0.170 / 0.175
Molar mass in g mol⁻¹: 602.079
HOMO level (alpha / beta) in eV: -2.29 / -2.45

Atomic partial charges in e from the Löwdin method, atoms 1 to 6: 1.079, -0.145, 1.100, -0.037, -0.389, -0.218

---

Below is the ion C5H10N with charge +1 in a non-equilibrium geometry, with properties calculated with ωB97M-V/def2-TZVPD.

The geometry in XYZ format:
```
16
Properties=species:S:1:pos:R:3
N -1.75529 -1.03048 -1.11212
C -1.36469 -0.40865 0.19432
C 1.21021 0.79585 0.16121
C -0.25651 0.52355 0.21974
C 2.22613 -0.22892 0.58443
C -1.34317 1.24009 0.31993
H 3.16232 0.27742 1.00609
H 1.96319 -0.91253 1.42590
H -1.69506 -0.86391 1.03142
H 1.35887 1.66118 0.82765
H -2.62720 -0.71882 -1.37389
H 1.38306 1.23449 -0.75432
H -1.70860 -2.01423 -0.94847
H 2.46942 -0.83826 -0.16616
H -0.99438 -0.75263 -1.76139
H -2.02831 2.03585 0.34570
```

Calculated values
Charge: +1
Energy relative to the best compared isomer or geometry (same formula, charge and spin) in kJ/mol: 291.1
F_max in eV/Å: 4.7
HOMO-LUMO gap in hartree: 0.398
Molar mass in g mol⁻¹: 84.142
HOMO level in eV: -14.46
SMILES: CCC1=C[C@H]1[NH3+]

Atomic partial charges in e from the Löwdin method, atoms 1 to 6: 0.255, -0.133, -0.186, -0.209, -0.082, 0.198